Record 1
The following is a DFT calculation (ωB97M-V/def2-TZVPD) of a structure of composition C6H9BrO.

Values from the calculation:
relative energy (zero: lowest compared OMol25 entry of this formula, charge and spin)	54.7	kcal/mol
highest occupied orbital energy	-9.1	eV
E	-78454.2638	eV

Last column: natural (NBO) charge in e.
CARTESIAN COORDINATES (ANGSTROEM)
Br1 2.37 1.32 -1.57  -0.02
O1 0.17 -0.54 1.17  -0.54
C1 -0.64 0.04 0.23  0.33
C2 -1.37 -0.52 -0.69  -0.27
C3 1.57 1.64 0.24  -0.23
C4 -1.78 -2.01 -0.65  -0.64
C5 0.08 1.63 0.11  -0.52
C6 1.54 -0.16 1.02  -0.05
H1 -1.90 -2.32 -1.65  0.22
H2 1.95 -0.98 0.37  0.19
H3 -0.52 2.16 0.87  0.23
H4 -0.22 2.17 -0.78  0.23
H5 -2.72 -2.13 -0.03  0.22
H6 2.18 2.19 0.92  0.23
H7 -0.92 -2.39 -0.01  0.23
H8 2.09 -0.07 1.96  0.18
H9 -1.87 -0.01 -1.50  0.22

***

Record 2
The following is a DFT calculation (ωB97M-V/def2-TZVPD) of a structure of composition C6H9CaNS.

Values from the calculation:
relative energy (zero: lowest compared OMol25 entry of this formula, charge and spin)	0.0	kcal/mol
highest occupied orbital energy	-6.8	eV
E	-37130.6497	eV

Last column: natural (NBO) charge in e.
CARTESIAN COORDINATES (ANGSTROEM)
Ca1 -0.69 0.50 -0.90  1.59
S1 -1.52 0.72 1.61  -0.42
N1 0.90 1.04 0.60  -0.67
C1 2.21 1.42 0.59  0.05
C2 0.10 1.26 1.69  0.05
C3 2.74 2.11 1.68  -0.31
C4 1.92 2.40 2.78  -0.15
C5 0.61 1.96 2.80  -0.27
C6 -2.23 -0.94 -2.17  -1.02
H1 -3.04 -1.68 -2.19  0.26
H2 -0.57 -1.35 -0.09  -0.61
H3 2.31 2.96 3.63  0.22
H4 3.78 2.41 1.65  0.22
H5 -2.69 0.04 -1.89  0.17
H6 -1.53 -1.36 -1.32  0.24
H7 -0.08 2.15 3.62  0.23
H8 2.79 1.16 -0.30  0.19
H9 -1.69 -0.91 -3.12  0.22

***

Record 3
The following is a DFT calculation (ωB97M-V/def2-TZVPD) of the molecule C6H9Cl.

Values from the calculation:
relative energy (zero: lowest compared OMol25 entry of this formula, charge and spin)	19.4	kcal/mol
highest occupied orbital energy	-9.4	eV
E	-18888.5733	eV

Last column: natural (NBO) charge in e.
CARTESIAN COORDINATES (ANGSTROEM)
Cl1 -2.49 0.75 0.45  -0.04
C1 0.37 1.03 -0.77  -0.16
C2 1.05 -0.72 1.09  -0.61
C3 0.64 2.09 -0.08  -0.40
C4 0.56 -0.39 -0.37  -0.30
C5 -1.99 -0.76 -0.36  -0.21
C6 -0.75 -1.19 -0.56  -0.19
H1 0.53 -0.21 1.92  0.22
H2 1.23 -0.89 -0.98  0.22
H3 0.43 3.09 -0.44  0.21
H4 -2.89 -1.38 -0.67  0.22
H5 1.04 1.89 0.93  0.19
H6 0.98 -1.82 1.32  0.22
H7 -0.15 1.15 -1.80  0.20
H8 -0.69 -2.21 -0.88  0.22
H9 2.14 -0.43 1.21  0.21

***

Record 4
The following is a DFT calculation (ωB97M-V/def2-TZVPD) of a structure of composition C6H9Cl2CoO3PYb.

Values from the calculation:
relative energy (zero: lowest compared OMol25 entry of this formula, charge and spin)	80.6	kcal/mol
highest occupied orbital energy (spin up / spin down)	-23.5 / -23.2	eV
charge	+4
E	-115948.8048	eV
spin multiplicity	6

Last column: Mulliken spin population.
CARTESIAN COORDINATES (ANGSTROEM)
Yb1 -2.45 4.20 -1.02  0.73
Co1 -0.04 -0.33 0.77  2.87
Cl1 -1.10 1.42 -0.04  0.21
Cl2 -2.42 3.65 -3.32  0.23
P1 0.97 -2.20 0.70  0.19
O1 -4.15 7.29 -3.43  0.00
O2 -3.75 7.82 -0.68  0.00
O3 2.39 0.85 1.74  0.01
C1 -3.71 6.32 -3.00  0.04
C2 1.43 -3.00 2.26  0.14
C3 -0.04 -3.38 -0.21  0.18
C4 1.30 0.48 1.55  0.10
C5 -3.40 6.73 -0.89  0.00
C6 2.57 -2.38 -0.14  0.11
H1 3.06 -3.28 0.25  0.01
H2 -0.07 -3.02 -1.23  0.01
H3 2.16 -3.80 2.15  0.01
H4 0.37 -4.40 -0.21  0.04
H5 2.39 -2.49 -1.22  0.01
H6 0.50 -3.41 2.65  0.04
H7 1.84 -2.25 2.95  0.00
H8 -1.01 -3.35 0.28  0.03
H9 3.15 -1.47 0.09  0.05

***

Record 5
The following is a DFT calculation (ωB97M-V/def2-TZVPD) of the ion C6H9Cl2N2O with charge +1.

Values from the calculation:
relative energy (zero: lowest compared OMol25 entry of this formula, charge and spin)	42.8	kcal/mol
highest occupied orbital energy	-13.4	eV
charge	+1
E	-36432.9133	eV

Last column: natural (NBO) charge in e.
CARTESIAN COORDINATES (ANGSTROEM)
Cl1 -2.39 -0.38 1.46  0.10
Cl2 -1.88 -1.37 -1.29  0.04
O1 -2.21 1.81 -0.71  -0.46
N1 0.89 -1.99 -0.24  -0.54
N2 0.90 0.46 -0.34  -0.37
C1 -0.13 -1.89 0.80  -0.25
C2 -0.34 0.51 -0.12  0.17
C3 -1.08 1.83 -0.31  0.55
C4 1.69 -0.70 -0.32  -0.09
C5 -0.26 3.04 -0.03  -0.72
C6 -1.17 -0.71 0.23  -0.11
H1 2.35 -0.63 0.55  0.24
H2 0.16 3.00 0.97  0.24
H3 -0.87 3.93 -0.15  0.26
H4 -0.68 -2.81 0.93  0.26
H5 0.58 3.07 -0.73  0.26
H6 1.51 -2.80 -0.11  0.45
H7 0.28 -1.54 1.75  0.25
H8 2.31 -0.71 -1.22  0.25
H9 0.36 -2.11 -1.13  0.45

***

Record 6
The following is a DFT calculation (ωB97M-V/def2-TZVPD) of a cluster of 2 separate species, C6H9Cl2N2O3 in total.

Values from the calculation:
relative energy (zero: lowest compared OMol25 entry of this formula, charge and spin)	4.4	kcal/mol
highest occupied orbital energy (spin up / spin down)	-9.5 / -9.6	eV
E	-40530.7540	eV
spin multiplicity	2

Last column: Mulliken spin population.
CARTESIAN COORDINATES (ANGSTROEM)
Cl1 -1.08 0.41 1.89  0.00
Cl2 -0.28 -1.39 -1.93  0.00
O1 3.47 -1.39 -0.27  0.12
O2 0.65 1.70 -1.05  0.00
O3 3.11 -2.84 1.29  0.10
N1 -1.60 1.73 -1.31  0.00
N2 3.03 -1.71 0.83  -0.05
C1 -0.81 -2.19 1.09  0.01
C2 2.36 -0.73 1.59  0.76
C3 -0.53 -0.31 -0.59  0.04
C4 -0.44 1.15 -0.99  0.00
C5 -1.66 3.11 -1.76  0.00
C6 -0.62 -0.77 0.67  -0.03
H1 -0.95 3.27 -2.58  0.00
H2 2.07 -1.01 2.60  0.02
H3 -0.17 -2.39 1.96  0.00
H4 -1.42 3.81 -0.95  0.00
H5 -0.54 -2.88 0.29  0.00
H6 -1.85 -2.37 1.39  0.00
H7 -2.46 1.20 -1.22  0.00
H8 -2.68 3.31 -2.12  0.00
H9 2.42 0.29 1.20  0.04

***

Record 7
The following is a DFT calculation (ωB97M-V/def2-TZVPD) of a cluster of 2 separate species, C6H9Cl2NO2 in total.

Values from the calculation:
highest occupied orbital energy (spin up / spin down)	-7.4 / -10.8	eV
E	-36991.1656	eV
spin multiplicity	3

Last column: Mulliken spin population.
CARTESIAN COORDINATES (ANGSTROEM)
Cl1 2.66 -0.60 -0.56  0.08
Cl2 -2.64 0.45 0.71  0.00
O1 1.21 -2.06 0.98  0.17
O2 -0.37 -1.62 -1.67  0.00
N1 3.01 0.66 3.13  0.10
C1 0.22 1.43 0.54  0.04
C2 -1.24 -0.56 1.08  0.01
C3 -0.01 -0.01 0.29  0.03
C4 -0.29 -0.23 -1.26  0.05
C5 1.27 -0.82 0.53  0.66
C6 2.18 0.25 2.46  0.85
H1 1.35 1.69 0.21  0.00
H2 -0.49 2.08 -0.08  0.00
H3 -1.13 -0.51 2.13  0.00
H4 0.52 0.34 -1.90  0.00
H5 -1.23 0.31 -1.38  0.01
H6 0.46 -1.94 -1.53  0.00
H7 2.04 -2.56 0.90  0.00
H8 -1.51 -1.57 0.88  0.00
H9 0.08 1.70 1.56  0.00

***

Record 8
The following is a DFT calculation (ωB97M-V/def2-TZVPD) of the ion C6H9ClN with charge +1.

Values from the calculation:
relative energy (zero: lowest compared OMol25 entry of this formula, charge and spin)	35.1	kcal/mol
highest occupied orbital energy (spin up / spin down)	-13.4 / -13.4	eV
charge	+1
E	-20370.7204	eV

Last column: natural (NBO) charge in e.
CARTESIAN COORDINATES (ANGSTROEM)
Cl1 2.63 0.40 -0.13  0.25
N1 0.61 -2.54 0.13  -0.80
C1 0.98 0.72 -0.10  0.34
C2 -1.28 0.71 -0.64  -0.18
C3 -0.25 -1.46 0.29  -0.13
C4 -1.09 1.82 0.08  -0.14
C5 -0.06 -0.14 -0.69  -0.41
C6 0.39 1.86 0.54  -0.60
H1 -1.79 2.60 0.10  0.25
H2 1.56 -2.49 0.55  0.39
H3 -2.26 0.34 -0.79  0.24
H4 -1.23 -1.84 0.09  0.24
H5 0.18 -0.70 -1.58  0.29
H6 0.77 2.86 0.14  0.33
H7 0.62 -3.17 -0.75  0.42
H8 0.47 1.95 1.54  0.30
H9 -0.25 -0.91 1.23  0.21

***

Record 9
The following is a DFT calculation (ωB97M-V/def2-TZVPD) of the molecule C6H9ClN2O2.

Values from the calculation:
relative energy (zero: lowest compared OMol25 entry of this formula, charge and spin)	62.3	kcal/mol
highest occupied orbital energy	-9.9	eV
E	-25962.8527	eV

Last column: natural (NBO) charge in e.
CARTESIAN COORDINATES (ANGSTROEM)
Cl1 -2.12 -2.28 -0.38  -0.04
O1 1.91 -1.05 -0.74  -0.48
O2 1.29 -1.22 1.32  -0.60
N1 -0.37 1.19 -0.19  -0.23
N2 -0.43 0.46 -1.41  -0.45
C1 1.01 -0.82 0.19  0.77
C2 -1.46 -0.85 0.42  -0.20
C3 3.18 -1.52 -0.25  -0.28
C4 -0.27 -0.26 -0.18  0.04
C5 -2.52 0.36 0.36  -0.42
C6 -1.68 1.60 0.23  -0.26
H1 -2.12 2.25 -0.46  0.22
H2 -3.24 0.11 -0.40  0.23
H3 0.38 0.59 -1.99  0.38
H4 -2.96 0.30 1.38  0.22
H5 3.28 -2.59 -0.16  0.20
H6 -1.31 -1.25 1.51  0.26
H7 -1.83 2.19 1.21  0.21
H8 3.44 -1.25 0.73  0.22
H9 4.03 -1.23 -0.98  0.19

***

Record 10
The following is a DFT calculation (ωB97M-V/def2-TZVPD) of a cluster of 2 separate species, C6H9ClS in total.

Values from the calculation:
relative energy (zero: lowest compared OMol25 entry of this formula, charge and spin)	108.5	kcal/mol
highest occupied orbital energy	-8.9	eV
E	-29720.4317	eV

Last column: natural (NBO) charge in e.
CARTESIAN COORDINATES (ANGSTROEM)
Cl1 0.74 1.69 -0.28  -0.02
S1 -2.65 -0.66 -0.26  0.13
C1 1.01 -0.88 -1.07  -0.41
C2 0.30 -0.85 0.45  -0.23
C3 2.48 -0.75 -0.39  -0.43
C4 -0.31 0.58 0.62  -0.32
C5 1.80 -0.96 1.08  -0.41
C6 -1.83 0.59 0.35  -0.29
H1 2.05 0.04 1.67  0.21
H2 3.01 0.32 -0.43  0.21
H3 1.93 -1.94 1.54  0.22
H4 0.94 -2.02 -1.46  0.21
H5 -2.79 1.44 1.19  0.21
H6 -0.25 -1.76 0.61  0.24
H7 0.75 -0.14 -1.83  0.23
H8 3.36 -1.44 -0.39  0.21
H9 -0.04 0.94 1.70  0.25